This record from the Open Molecules 2025 dataset describes a cluster of 13 separate species, C48H133N11O15 in total at a distorted geometry. The level of theory is the ωB97M-V functional and the def2-TZVPD basis.

The geometry in ORCA input format:
```
! wB97M-V def2-TZVPD RIJCOSX def2/J DEFGRID3
* xyz 0 1
H 19.538 -26.898 4.364
H 19.143 -22.744 -1.975
H 22.896 -21.975 1.495
H 22.767 -20.239 3.846
H 26.757 -21.574 5.713
H 14.771 -19.754 0.998
H 19.430 -19.757 7.708
H 17.269 -11.760 -3.158
C 15.287 -24.738 1.033
C 19.837 -14.822 -0.574
C 13.855 -17.302 -1.238
H 25.463 -21.179 6.960
C 24.272 -20.665 -0.670
H 16.132 -17.759 12.289
H 14.492 -17.609 -2.068
N 17.764 -11.353 -2.377
O 16.598 -17.440 10.347
H 19.977 -18.074 7.868
O 27.307 -24.830 1.714
C 18.101 -18.260 -4.965
H 21.472 -24.402 -1.523
H 25.542 -22.109 1.976
O 15.643 -19.646 -0.813
C 15.812 -18.396 4.509
H 19.655 -21.770 -5.269
H 11.559 -24.167 -3.134
H 16.195 -21.367 4.784
H 28.693 -20.466 1.343
N 14.714 -16.554 3.318
H 21.618 -24.234 3.879
H 31.242 -19.091 8.122
H 14.358 -23.659 -1.436
H 24.566 -19.632 -0.853
H 16.495 -24.159 4.416
H 17.240 -15.632 2.812
O 20.319 -17.213 -4.372
C 18.108 -20.781 1.140
C 12.614 -24.404 -3.271
H 21.028 -26.140 -1.823
H 14.549 -15.843 4.017
H 23.716 -29.378 7.562
H 12.832 -23.921 -0.454
H 26.458 -19.517 0.587
H 23.215 -28.135 5.201
H 17.491 -23.691 3.027
H 21.490 -22.273 -3.028
H 20.253 -15.798 -0.321
C 13.544 -18.348 -0.237
H 29.681 -18.796 7.652
H 15.581 -18.227 0.593
H 23.298 -22.037 2.963
H 17.680 -21.775 1.013
H 20.745 -27.161 2.039
C 19.274 -25.865 4.134
C 30.456 -19.552 7.524
C 19.314 -22.068 -2.812
O 20.227 -24.826 -3.128
H 24.953 -21.226 -1.311
C 22.854 -26.573 6.590
H 23.007 -26.277 7.628
H 18.404 -16.565 9.641
C 17.616 -17.245 9.316
H 13.147 -23.455 -3.332
H 13.763 -26.120 0.247
C 14.479 -25.382 -0.116
H 17.189 -20.153 -4.416
O 19.019 -14.924 -1.692
H 15.962 -21.378 -1.847
O 25.905 -26.138 3.664
C 16.945 -19.091 -4.373
H 15.956 -23.945 0.699
H 23.262 -20.691 -1.080
H 17.167 -16.787 8.435
C 15.895 -17.362 3.362
H 19.402 -18.699 -3.399
O 27.631 -20.825 7.354
C 16.994 -17.526 11.663
C 17.499 -24.198 3.992
N 21.475 -25.154 3.488
H 17.196 -10.678 -1.885
O 24.432 -21.129 0.646
C 21.357 -21.519 2.801
H 19.128 -26.602 1.520
C 26.411 -25.835 1.321
H 18.403 -20.523 0.122
H 16.301 -19.385 9.328
C 19.047 -17.814 -3.926
H 15.774 -17.977 5.515
H 20.448 -25.754 0.986
N 12.832 -17.738 0.832
C 20.346 -16.106 -5.225
H 19.728 -24.283 2.660
H 27.388 -24.944 2.664
H 18.531 -17.209 -3.179
H 18.163 -23.596 4.612
H 17.872 -17.271 -5.362
O 16.986 -19.337 4.524
H 24.620 -25.347 2.435
C 26.489 -21.491 6.767
H 18.670 -19.023 9.747
C 20.111 -26.290 1.873
N 20.512 -21.589 -4.767
C 18.174 -12.492 -1.537
H 16.820 -15.855 4.525
H 16.011 -20.367 6.098
H 16.068 -19.002 -5.014
H 26.428 -21.935 0.464
H 24.671 -25.868 6.361
C 17.065 -16.369 3.596
H 19.941 -16.255 -6.225
N 22.539 -22.336 2.368
C 26.446 -20.063 1.530
H 20.761 -14.326 -0.872
H 15.911 -25.546 -1.441
H 16.936 -13.682 -0.094
C 16.789 -12.990 -0.923
H 19.356 -14.502 0.350
C 25.382 -26.126 2.449
H 21.071 -19.588 3.682
H 25.818 -18.393 2.361
C 21.302 -25.182 -2.266
N 30.988 -21.552 8.509
O 24.055 -28.620 7.080
N 17.118 -19.642 8.792
H 14.488 -24.420 1.702
H 26.074 -25.562 0.321
H 15.994 -13.375 -1.562
H 16.437 -18.959 -3.418
C 13.658 -24.373 -1.002
H 15.904 -25.478 1.542
O 13.233 -25.160 -2.212
H 25.096 -27.151 2.213
C 20.115 -25.252 2.978
H 17.783 -18.223 11.944
H 16.309 -12.124 -0.470
H 12.927 -16.840 -1.575
C 18.098 -18.638 8.903
O 19.177 -20.857 2.134
H 17.641 -20.883 5.629
H 20.765 -20.978 0.883
C 21.868 -20.179 3.232
H 30.650 -22.375 8.985
H 20.810 -21.917 3.656
H 14.937 -19.038 4.416
H 14.970 -21.657 -0.404
O 17.867 -25.628 3.908
O 23.854 -25.869 5.858
H 28.465 -19.261 2.429
H 18.275 -13.687 -3.342
N 15.334 -26.224 -0.964
C 25.737 -21.435 1.142
C 14.974 -19.041 0.199
H 27.912 -20.872 2.930
H 12.185 -17.010 0.565
H 19.413 -21.065 -2.396
H 22.128 -25.324 -2.962
H 20.469 -20.649 -4.401
H 21.909 -26.131 6.275
C 20.565 -23.886 -4.208
H 13.302 -17.521 1.700
H 31.481 -20.994 9.191
C 29.807 -20.769 8.245
H 18.852 -12.061 -0.800
H 14.306 -20.937 -1.797
C 27.964 -20.171 2.097
C 28.790 -21.567 7.431
H 14.701 -15.982 2.486
H 30.707 -19.474 6.466
H 19.623 -23.958 -4.752
C 19.105 -18.718 7.756
H 19.762 -15.241 -4.911
N 25.668 -19.382 2.503
H 18.342 -22.034 -3.305
H 21.944 -19.557 2.341
H 14.782 -26.532 -1.751
H 19.942 -18.827 -5.888
H 29.193 -21.751 6.435
H 27.025 -26.717 1.139
H 15.924 -17.695 2.324
H 21.381 -15.797 -5.369
C 22.982 -28.054 6.262
H 26.372 -22.468 7.237
H 25.272 -25.701 4.239
H 18.565 -19.245 -6.688
H 12.749 -24.843 -4.259
H 24.775 -19.516 2.051
H 17.305 -20.178 1.562
C 20.598 -22.432 -3.634
N 19.015 -19.213 -5.784
H 16.786 -19.580 7.840
H 19.830 -13.359 -2.781
H 21.986 -25.051 2.623
H 18.856 -18.088 6.901
C 20.340 -21.538 1.716
H 29.315 -20.566 9.196
C 18.849 -13.663 -2.416
H 12.838 -19.007 -0.741
H 17.971 -16.935 3.811
H 21.419 -24.320 -4.728
H 17.384 -16.558 11.977
C 16.686 -20.515 5.255
H 22.119 -28.704 6.405
C 15.211 -20.940 -1.190
H 20.081 -22.556 1.424
H 28.612 -22.495 7.974
H 14.306 -16.433 -0.758
H 19.530 -25.291 5.024
*
```

For the energy relative to the best compared isomer or geometry (same formula, charge and spin), the calculation gives 812.1 kJ/mol. The lowest unoccupied orbital energy is 0.32 eV. The HOMO energy is -8.77 eV. The molar mass is 1104.7 g/mol.